A structure of composition C37H19N10O4Ti in a non-equilibrium geometry. Source: the OMol25 dataset; level of theory: ωB97M-V/def2-TZVPD.

Results
2S+1   3
Charge   -1
HOMO-LUMO gap (alpha / beta)   0.17496 / 0.18185 Ha
E_HOMO (alpha / beta)   -0.12161 / -0.14059 Eh
LUMO (alpha / beta)   1.4518 / 1.1227 eV
Calculated total energy   -3119.77653 a.u.

Element x y z (Å)
Ti (0.10868, 0.05196, -0.08515)
C (-3.88468, 5.32893, -0.89384)
C (-3.80375, 5.41956, 0.50922)
C (-2.98652, 4.56743, 1.23008)
C (-2.24814, 3.62100, 0.52282)
C (-1.32044, 2.57983, 0.96300)
N (-0.82281, 1.91920, -0.13383)
C (-1.44947, 2.43402, -1.26048)
N (-1.41674, 1.98941, -2.49330)
C (-0.59886, 0.99850, -2.88369)
C (-0.40594, 0.57841, -4.23530)
C (-1.06861, 0.87992, -5.43629)
C (-0.61035, 0.29135, -6.59133)
C (0.50649, -0.58437, -6.58124)
C (1.16950, -0.87292, -5.41238)
C (0.70063, -0.28651, -4.22658)
C (1.14464, -0.37131, -2.87066)
N (2.31864, -0.98217, -2.49368)
C (2.71128, -0.98666, -1.27073)
N (2.04430, -0.54073, -0.15024)
C (2.77229, -0.94612, 0.96400)
N (2.46495, -0.82849, 2.20237)
C (1.37215, -0.11558, 2.62826)
N (0.47201, 0.55246, 1.84242)
C (-0.27286, 1.37366, 2.64541)
N (-1.12508, 2.32503, 2.23882)
C (0.08618, 1.13995, 4.01388)
C (-0.36858, 1.68963, 5.22056)
C (0.22015, 1.26032, 6.38862)
C (1.26564, 0.30122, 6.37331)
C (1.72684, -0.23067, 5.19189)
C (1.12099, 0.19370, 3.99714)
C (4.02625, -1.60049, 0.51312)
C (5.09789, -2.11702, 1.21761)
C (6.15601, -2.64494, 0.48455)
C (6.12931, -2.64841, -0.91269)
C (5.04057, -2.12824, -1.60629)
C (3.99841, -1.61005, -0.86229)
N (0.31566, 0.34863, -2.08017)
C (-2.32801, 3.53094, -0.85802)
C (-3.15005, 4.38641, -1.59165)
H (-4.53314, 6.01088, -1.43146)
H (-4.39185, 6.16892, 1.02740)
H (-2.91422, 4.62287, 2.30970)
H (-1.91564, 1.55642, -5.44165)
H (-1.10922, 0.49721, -7.53135)
H (0.83724, -1.03082, -7.51136)
H (2.02825, -1.53432, -5.39580)
H (-1.16129, 2.42906, 5.22240)
H (-0.11539, 1.66080, 7.33834)
H (1.70696, -0.01326, 7.31225)
H (2.53130, -0.95676, 5.17140)
H (5.09989, -2.10585, 2.30095)
H (7.01534, -3.05794, 1.00020)
H (6.96839, -3.06191, -1.45886)
H (4.99887, -2.12478, -2.68953)
H (-3.20038, 4.30592, -2.67152)
O (-4.28302, -4.22076, 0.18214)
C (-4.87216, -3.05068, -0.01975)
O (-6.07244, -2.95638, -0.12171)
C (-4.01275, -1.83344, -0.11722)
C (-4.52441, -0.57378, -0.33144)
N (-3.48390, 0.27205, -0.37417)
N (-2.32331, -0.34756, -0.19747)
C (-2.61712, -1.61792, -0.03847)
C (-1.41732, -2.48798, 0.17386)
O (-1.53514, -3.69049, 0.34474)
O (-0.30723, -1.84001, 0.14833)
H (-3.28390, -4.14381, 0.23484)
H (-5.54637, -0.25140, -0.45572)
H (-3.48603, 1.26793, -0.54641)